Record 1
Density functional theory data (the ωB97M-V functional and the def2-TZVPD basis) for a cluster of 2 separate species, C3ClF2O2 in total in a non-equilibrium geometry.

Output
frontier orbital gap = 6.78 eV
charge = -1
energy above the lowest of the compared OMol25 structures with the same formula, charge and spin = 26.6 kcal/mol
HOMO level = -3.42 eV

Structure (XYZ):
```
8
C3ClF2O2, DFT the ωB97M-V functional and the def2-TZVPD basis
C 1.079 0.411 1.290
C 1.587 0.214 0.099
C -2.204 -0.481 -0.501
O -1.788 -1.037 -1.404
O -2.715 0.034 0.386
F -0.289 0.880 1.198
F 1.035 0.472 -1.121
Cl 3.295 -0.493 0.054
```



Record 2
Density functional theory data (the ωB97M-V functional and the def2-TZVPD basis) for a cluster of 2 separate species, CH3IOS in total in a non-equilibrium geometry.

Output
frontier orbital gap (alpha / beta) = 8.01 / 5.84 eV
energy above the lowest of the compared OMol25 structures with the same formula, charge and spin = 49.7 kcal/mol
HOMO level (alpha / beta) = -8.44 / -8.02 eV

Structure (XYZ):
```
7
CH3IOS, DFT the ωB97M-V functional and the def2-TZVPD basis
C 0.307 0.234 0.624
O 0.220 -0.465 1.758
S -0.328 -1.080 -2.109
I -0.566 1.244 -2.556
H -0.652 -0.580 2.121
H -0.353 0.263 -0.204
H 1.372 0.384 0.366
```